[1]
A molecular structure, C45H72Br26F3IO3 in a non-equilibrium geometry. Source: the OMol25 dataset; level of theory: ωB97M-V/def2-TZVPD.

Total energy in a.u.: -69505.2883
Total charge: 0

Last column: Löwdin charge in e.
Geometry (Å):
1 C 8.881 1.010 -0.206  -0.08
2 C 8.111 1.860 -1.210  -0.18
3 C 6.769 1.341 -1.621  -0.12
4 C 6.456 1.149 -2.907  0.07
5 C 5.155 0.613 -3.300  -0.35
6 O 4.991 -0.033 -4.301  0.13
7 C 4.043 0.938 -2.382  -0.08
8 C 2.745 1.028 -2.855  0.05
9 C 1.685 1.352 -2.017  -0.21
10 C 0.341 1.430 -2.687  -0.13
11 O -0.641 0.615 -2.030  0.00
12 C -1.905 1.041 -2.110  -0.80
13 F -2.297 1.308 -3.371  0.08
14 F -2.682 0.071 -1.636  0.16
15 F -2.154 2.140 -1.404  0.07
16 C 1.964 1.595 -0.668  -0.49
17 I 0.356 2.086 0.594  1.17
18 C 3.269 1.525 -0.146  -0.16
19 C 3.538 1.840 1.305  -0.16
20 C 3.320 3.349 1.626  -0.19
21 C 4.578 4.194 1.938  -0.39
22 C 4.333 5.595 1.351  -0.08
23 C 5.855 3.665 1.325  -0.12
24 C 4.307 1.162 -1.035  -0.01
25 C 5.728 0.986 -0.612  -0.28
26 O 6.056 0.540 0.457  0.09
27 H 9.822 1.511 0.005  0.07
28 H 9.136 0.029 -0.593  0.08
29 H 8.376 0.908 0.742  0.03
30 H 8.026 2.868 -0.814  0.12
31 H 8.713 1.918 -2.111  0.11
32 H 7.147 1.375 -3.703  0.13
33 H 2.564 0.859 -3.904  0.13
34 H 0.453 1.065 -3.700  0.13
35 H 0.029 2.469 -2.763  0.14
36 H 2.791 1.287 1.867  0.08
37 H 4.492 1.469 1.628  0.07
38 H 2.845 3.806 0.762  0.07
39 H 2.588 3.418 2.421  0.09
40 H 4.646 4.309 3.017  0.12
41 H 4.881 6.368 1.875  0.03
42 H 4.627 5.586 0.304  0.08
43 H 3.272 5.825 1.347  0.07
44 H 6.141 2.715 1.759  0.01
45 H 5.804 3.625 0.240  0.09
46 H 6.666 4.336 1.604  0.00
47 Br -3.419 -5.296 -0.441  0.59
48 C -2.779 -3.504 -0.903  -0.77
49 C -2.592 -3.366 -2.392  -0.68
50 Br -0.979 -4.283 -2.969  0.63
51 H -1.863 -3.347 -0.353  0.00
52 H -3.552 -2.820 -0.565  0.00
53 H -2.454 -2.322 -2.653  0.04
54 H -3.411 -3.778 -2.971  0.05
55 Br -5.198 3.817 -7.540  0.63
56 C -4.710 2.073 -6.828  -0.69
57 C -3.303 2.056 -6.304  -0.73
58 Br -1.991 1.979 -7.740  0.61
59 H -4.873 1.354 -7.624  0.05
60 H -5.410 1.884 -6.017  0.03
61 H -3.135 1.162 -5.712  0.04
62 H -3.069 2.935 -5.712  0.04
63 Br -2.424 3.462 2.560  0.59
64 C -2.592 1.605 3.113  -0.71
65 C -2.816 1.486 4.597  -0.70
66 Br -1.172 1.769 5.595  0.61
67 H -1.694 1.093 2.781  0.00
68 H -3.452 1.221 2.566  0.06
69 H -3.138 0.479 4.853  0.05
70 H -3.539 2.203 4.969  0.05
71 Br -7.308 5.201 -3.843  0.61
72 C -7.487 3.268 -3.908  -0.73
73 C -6.833 2.610 -2.725  -0.70
74 Br -4.892 2.542 -2.885  0.76
75 H -7.074 2.949 -4.859  -0.01
76 H -8.558 3.082 -3.900  0.03
77 H -7.135 1.570 -2.650  0.00
78 H -7.047 3.113 -1.790  -0.02
79 Br 6.318 7.222 4.419  0.64
80 C 7.232 5.934 5.552  -0.69
81 C 8.561 5.526 4.983  -0.69
82 Br 8.372 4.267 3.514  0.66
83 H 6.559 5.092 5.679  0.05
84 H 7.368 6.439 6.505  0.06
85 H 9.142 4.999 5.735  0.00
86 H 9.135 6.366 4.606  0.05
87 Br 7.191 0.826 3.641  0.68
88 C 7.885 -0.026 5.245  -0.71
89 C 7.693 0.834 6.464  -0.73
90 Br 8.996 2.288 6.521  0.65
91 H 8.928 -0.257 5.057  0.06
92 H 7.320 -0.947 5.342  -0.03
93 H 7.865 0.262 7.372  0.05
94 H 6.714 1.294 6.509  0.01
95 Br 4.842 -0.771 6.898  0.72
96 C 4.584 -2.655 7.321  -0.67
97 C 5.826 -3.287 7.886  -0.68
98 Br 7.148 -3.661 6.509  0.65
99 H 4.245 -3.134 6.409  0.05
100 H 3.787 -2.673 8.059  0.06
101 H 5.590 -4.254 8.324  0.06
102 H 6.313 -2.662 8.627  0.05
103 Br -7.412 -4.110 1.675  0.59
104 C -8.071 -4.783 -0.038  -0.68
105 C -7.071 -4.609 -1.146  -0.68
106 Br -6.970 -2.757 -1.731  0.64
107 H -9.003 -4.261 -0.227  0.05
108 H -8.272 -5.840 0.122  0.06
109 H -7.370 -5.179 -2.023  0.07
110 H -6.061 -4.889 -0.870  -0.03
111 Br -4.381 -8.860 -0.797  0.59
112 C -2.950 -9.310 0.440  -0.68
113 C -1.595 -9.127 -0.189  -0.71
114 Br -1.154 -10.569 -1.418  0.63
115 H -3.132 -10.325 0.777  0.05
116 H -3.065 -8.623 1.276  0.06
117 H -0.818 -9.150 0.572  0.06
118 H -1.526 -8.202 -0.753  0.03
119 Br -9.387 3.280 -6.782  0.66
120 C -8.959 4.584 -8.159  -0.70
121 C -10.196 5.106 -8.838  -0.70
122 Br -10.925 3.819 -10.102  0.60
123 H -8.272 4.099 -8.843  0.03
124 H -8.443 5.388 -7.638  0.06
125 H -9.958 5.987 -9.429  0.06
126 H -10.989 5.341 -8.137  0.05
127 Br 0.423 -3.480 2.485  0.63
128 C -0.941 -2.604 3.558  -0.70
129 C -2.216 -3.405 3.573  -0.65
130 Br -3.166 -3.222 1.884  0.73
131 H -1.077 -1.613 3.141  0.03
132 H -0.524 -2.525 4.559  0.06
133 H -2.893 -3.038 4.343  0.06
134 H -2.046 -4.466 3.723  0.05
135 Br -9.445 0.263 -1.661  0.63
136 C -8.460 0.020 0.004  -0.71
137 C -8.925 0.979 1.066  -0.68
138 Br -8.216 2.767 0.774  0.65
139 H -7.406 0.128 -0.228  0.04
140 H -8.658 -1.008 0.300  0.03
141 H -8.545 0.679 2.040  0.06
142 H -10.005 1.067 1.111  0.05
143 Br 1.891 -6.888 0.267  0.61
144 C 1.247 -7.546 -1.447  -0.72
145 C 2.297 -7.458 -2.524  -0.68
146 Br 2.513 -5.637 -3.168  0.60
147 H 0.358 -6.970 -1.688  0.02
148 H 0.976 -8.586 -1.272  0.01
149 H 1.986 -8.036 -3.391  0.06
150 H 3.274 -7.794 -2.194  0.05

---

[2]
6 unconnected molecules or ions with the total composition C45H74N5O2SSi in a non-equilibrium geometry. Source: the OMol25 dataset; level of theory: ωB97M-V/def2-TZVPD.

Total energy in a.u.: -2870.6369
Total charge: +1

Last column: Löwdin charge in e.
Geometry (Å):
1 C 2.903 2.434 1.172  -0.04
2 C 2.979 1.055 0.397  -0.39
3 O 4.336 0.724 0.111  -0.03
4 C 2.354 -0.048 1.327  -0.19
5 O 2.510 -1.391 0.801  -0.35
6 S 1.672 -2.540 1.635  1.20
7 C -0.043 -2.726 0.978  -0.28
8 C -0.159 -3.750 -0.211  -0.20
9 C 1.031 -3.747 -1.255  -0.20
10 C 1.152 -2.448 -2.136  -0.19
11 C -0.213 -1.910 -2.711  -0.18
12 C -0.620 -0.480 -2.130  -0.17
13 C -2.074 -0.544 -1.495  -0.24
14 C -2.877 0.834 -1.605  -0.23
15 Si -2.821 1.727 0.101  0.58
16 C -3.751 3.378 0.045  -0.18
17 C -0.968 2.021 0.551  -0.18
18 C -3.498 0.472 1.363  -0.24
19 C -4.725 -0.260 0.985  -0.06
20 C -5.233 -1.255 1.930  -0.07
21 C -4.565 -1.511 3.199  -0.08
22 C -3.349 -0.789 3.582  -0.08
23 C -2.843 0.202 2.642  -0.11
24 C 1.393 -2.029 3.364  -0.37
25 C 2.163 -2.644 4.447  -0.05
26 C 1.906 -2.206 5.804  -0.04
27 C 0.938 -1.157 6.154  -0.02
28 C 0.164 -0.548 5.071  -0.04
29 C 0.396 -1.006 3.722  -0.07
30 H 3.401 3.260 0.596  0.10
31 H 1.839 2.754 1.358  0.08
32 H 3.409 2.388 2.173  0.09
33 H 2.330 1.172 -0.510  0.15
34 H 4.557 1.108 -0.752  0.11
35 H 2.814 0.099 2.343  0.14
36 H 1.258 0.188 1.391  0.10
37 H -0.413 -1.695 0.739  0.08
38 H -0.706 -3.112 1.804  0.13
39 H -0.189 -4.792 0.221  0.12
40 H -1.115 -3.642 -0.790  0.10
41 H 0.831 -4.604 -1.962  0.12
42 H 2.005 -3.986 -0.756  0.08
43 H 1.785 -2.731 -3.027  0.11
44 H 1.703 -1.619 -1.627  0.09
45 H -0.064 -1.739 -3.818  0.11
46 H -1.062 -2.639 -2.640  0.06
47 H 0.090 -0.303 -1.270  0.07
48 H -0.536 0.342 -2.879  0.10
49 H -2.719 -1.347 -1.952  0.07
50 H -1.930 -0.870 -0.421  0.07
51 H -2.525 1.485 -2.444  0.08
52 H -3.959 0.551 -1.759  0.07
53 H -4.863 3.274 0.141  0.04
54 H -3.537 3.840 -0.965  0.05
55 H -3.383 4.129 0.796  0.01
56 H -0.817 2.214 1.644  0.03
57 H -0.547 2.878 -0.036  0.05
58 H -0.437 1.051 0.320  0.00
59 H -5.252 -0.069 0.023  0.10
60 H -6.140 -1.837 1.649  0.10
61 H -4.926 -2.274 3.932  0.10
62 H -2.813 -0.989 4.537  0.09
63 H -1.917 0.794 2.856  0.07
64 H 2.917 -3.428 4.212  0.12
65 H 2.465 -2.678 6.649  0.12
66 H 0.800 -0.835 7.213  0.08
67 H -0.590 0.256 5.257  0.12
68 H -0.170 -0.572 2.860  0.08
69 C 3.456 2.585 9.398  -0.11
70 C 3.410 1.985 7.996  -0.27
71 C 2.067 2.210 7.296  -0.18
72 C 0.972 1.574 8.074  -0.24
73 N 0.127 1.078 8.674  0.16
74 H 2.720 2.122 10.058  0.07
75 H 4.438 2.427 9.846  0.08
76 H 3.265 3.660 9.370  0.08
77 H 3.618 0.913 8.062  0.11
78 H 4.204 2.430 7.392  0.11
79 H 2.087 1.776 6.294  0.10
80 H 1.859 3.278 7.198  0.12
81 C 6.427 -3.141 -1.371  -0.11
82 C 5.621 -4.432 -1.469  -0.27
83 C 5.643 -5.043 -2.869  -0.18
84 C 5.054 -4.082 -3.837  -0.23
85 N 4.598 -3.335 -4.586  0.14
86 H 6.021 -2.363 -2.021  0.07
87 H 6.404 -2.755 -0.350  0.07
88 H 7.471 -3.309 -1.647  0.08
89 H 4.587 -4.229 -1.175  0.09
90 H 6.023 -5.156 -0.756  0.11
91 H 5.064 -5.968 -2.886  0.12
92 H 6.665 -5.280 -3.173  0.12
93 C -4.470 -5.436 -5.268  -0.11
94 C -3.148 -4.688 -5.398  -0.26
95 C -2.353 -4.652 -4.089  -0.18
96 C -3.139 -3.961 -3.033  -0.23
97 N -3.754 -3.433 -2.219  0.17
98 H -5.138 -4.951 -4.553  0.07
99 H -4.988 -5.461 -6.229  0.08
100 H -4.308 -6.467 -4.943  0.08
101 H -3.349 -3.667 -5.736  0.12
102 H -2.541 -5.168 -6.169  0.11
103 H -1.411 -4.119 -4.236  0.10
104 H -2.120 -5.666 -3.754  0.12
105 C 0.703 3.062 -6.968  -0.11
106 C 1.213 1.716 -6.467  -0.27
107 C 0.319 0.545 -6.886  -0.18
108 C -1.048 0.723 -6.331  -0.23
109 N -2.112 0.862 -5.907  0.14
110 H -0.278 3.301 -6.551  0.07
111 H 1.384 3.861 -6.671  0.07
112 H 0.624 3.070 -8.058  0.08
113 H 1.291 1.749 -5.376  0.10
114 H 2.221 1.550 -6.855  0.11
115 H 0.732 -0.395 -6.516  0.11
116 H 0.256 0.482 -7.975  0.12
117 C -2.568 8.941 -0.795  -0.11
118 C -3.640 7.890 -0.531  -0.26
119 C -3.520 7.251 0.856  -0.18
120 C -2.206 6.570 0.992  -0.24
121 N -1.191 6.042 1.096  0.15
122 H -1.566 8.507 -0.778  0.07
123 H -2.710 9.389 -1.780  0.07
124 H -2.609 9.740 -0.050  0.08
125 H -3.577 7.116 -1.301  0.11
126 H -4.625 8.355 -0.623  0.11
127 H -4.315 6.517 1.002  0.11
128 H -3.610 8.009 1.636  0.12

---

no.,HOMO-LUMO gap (eV),highest occupied orbital energy (eV)
1,8.18,-9.0
2,7.44,-10.9